# 1
Density functional theory data (ωB97M-V/def2-TZVPD) for 7 unconnected molecules or ions with the total composition C8H32N2O7.

Computed properties:
multiplicity: 1
relative energy (zero: lowest compared OMol25 entry of this formula, charge and spin): 1.350 eV
highest occupied orbital energy: -8.56 eV
calculated total energy: -26126.184 eV

The geometry in XYZ format:
```
49
C8H32N2O7 (ωB97M-V/def2-TZVPD)
C 1.241 2.115 -0.384
O 2.353 1.582 0.242
C 3.352 1.116 -0.600
C 4.434 0.434 0.233
C 5.744 0.211 -0.455
N 3.917 -0.878 0.638
H 0.710 1.307 -0.887
H 1.421 2.933 -1.082
H 0.526 2.426 0.378
H 2.863 0.595 -1.423
H 3.719 2.052 -1.020
H 4.620 1.095 1.080
H 6.152 1.161 -0.801
H 5.563 -0.562 -1.201
H 6.399 -0.167 0.330
H 3.645 -1.438 -0.158
H 3.129 -0.761 1.258
C -2.295 0.005 0.800
O -2.810 1.359 1.033
C -3.950 1.456 1.910
C -5.233 1.484 1.053
C -5.414 2.673 0.173
N -6.455 1.434 1.860
H -1.768 -0.391 1.669
H -1.553 0.248 0.040
H -3.020 -0.637 0.299
H -4.052 0.557 2.518
H -3.963 2.321 2.573
H -5.260 0.592 0.427
H -6.317 2.709 -0.436
H -4.610 2.630 -0.562
H -5.285 3.592 0.745
H -7.238 1.646 1.259
H -6.463 2.121 2.601
O -1.124 -2.678 -1.841
H -1.126 -2.021 -2.537
H -0.672 -3.431 -2.222
O 1.396 -0.254 2.010
H 1.662 0.505 1.490
H 0.758 -0.709 1.460
O 0.903 -4.428 -2.601
H 1.506 -5.166 -2.513
H 1.422 -3.663 -2.355
O 2.845 -2.859 -1.277
H 3.313 -2.794 -2.109
H 3.310 -3.541 -0.792
O 0.542 -1.801 0.063
H -0.170 -2.038 -0.531
H 1.331 -2.144 -0.358
```

=====

# 2
Density functional theory data (ωB97M-V/def2-TZVPD) for C4H5NOS in the gas phase.

Computed properties:
multiplicity: 1
relative energy (zero: lowest compared OMol25 entry of this formula, charge and spin): 3.218 eV
highest occupied orbital energy: -9.08 eV
calculated total energy: -18598.701 eV

The geometry in XYZ format:
```
12
C4H5NOS (ωB97M-V/def2-TZVPD)
C -2.123 -0.329 0.020
C -0.689 0.068 -0.181
C 0.407 -0.689 -0.229
C 1.468 0.229 -0.242
S 3.230 -0.153 -0.096
N 1.016 1.509 -0.131
O -0.312 1.337 -0.149
H -2.549 0.404 0.843
H -2.631 -0.308 -1.062
H -2.147 -1.429 0.452
H 0.539 -1.783 0.004
H 3.790 1.143 0.770
```

=====

Q: Look up the highest occupied orbital energy of the first one.
A: -8.56 eV

=====

Q: Which of these has the highest highest occupied orbital energy?
A: C8H32N2O7